A 3-piece molecular cluster, C20H47BN3O3SSi overall at a distorted geometry, computed with ωB97M-V with the def2-TZVPD basis set.

Geometry as XYZ:
```
76
C20H47BN3O3SSi (ωB97M-V with the def2-TZVPD basis set)
C -2.33447 -0.42940 -1.17565
C -0.93700 0.16567 -0.98886
O 0.03851 -0.82423 -0.85262
B 0.46112 -1.03416 0.55092
Si 1.94810 0.25175 1.05435
C 2.48608 0.02410 2.87487
C 1.49652 2.09298 0.84562
C 3.48280 -0.15889 -0.01286
O -0.71314 -1.07838 1.47602
C -0.95281 -2.45009 1.60080
C 0.52683 -2.89960 1.83362
N 0.76966 -4.36178 2.10393
C 0.69529 -4.63993 3.28009
S 0.42657 -4.98826 4.79131
O 1.12362 -2.37637 0.70998
H -2.80592 -0.65065 -0.21881
H -2.23222 -1.37014 -1.71543
H -2.97939 0.23028 -1.75990
H -0.92556 0.91774 -0.19492
H -0.71395 0.70530 -1.92189
H 3.02622 -0.90952 3.03632
H 3.17130 0.81535 3.20510
H 1.63289 0.08665 3.55244
H 0.65455 2.33133 1.50109
H 2.31246 2.79241 1.05063
H 1.14185 2.26513 -0.17323
H 4.08580 -0.91721 0.48412
H 3.11624 -0.60007 -0.94059
H 4.09018 0.72061 -0.22720
H -1.19735 -2.96429 0.66030
H -1.67807 -2.68713 2.37770
H 0.79946 -2.31359 2.72238
C -3.77218 -7.01821 -4.11918
C -2.96022 -5.97735 -3.35979
N -1.57631 -6.36031 -3.17437
C -0.87414 -5.54510 -2.18925
C -0.69184 -4.05482 -2.48464
C -0.83776 -6.66340 -4.38476
C -0.76866 -5.58722 -5.47567
H -3.67680 -8.00141 -3.65538
H -4.82812 -6.74195 -4.11032
H -3.46447 -7.09586 -5.16354
H -3.41604 -5.85769 -2.37363
H -3.06044 -5.00590 -3.86863
H 0.10570 -5.99049 -1.99770
H -1.41441 -5.63743 -1.24133
H 0.05215 -3.88250 -3.26186
H -0.33474 -3.54233 -1.58864
H -1.62561 -3.57500 -2.78198
H -1.27217 -7.56442 -4.83108
H 0.17817 -6.95900 -4.11165
H -1.74792 -5.16046 -5.69797
H -0.39024 -6.03011 -6.40089
H -0.09158 -4.77762 -5.20995
C -0.43565 8.96404 3.05980
C 0.81318 8.09430 3.01974
N 0.52356 6.67960 3.12311
C 1.69366 5.86529 3.40575
C 2.80937 5.82619 2.35750
C -0.38969 6.14311 2.12702
C -0.02938 6.32309 0.64829
H -1.04404 8.73210 3.93520
H -0.15182 10.01664 3.11523
H -1.05004 8.83866 2.16706
H 1.44069 8.37779 3.86959
H 1.38850 8.33846 2.11244
H 1.36953 4.84297 3.61549
H 2.12662 6.22221 4.34709
H 2.52038 5.24414 1.48409
H 3.69261 5.34425 2.78235
H 3.10840 6.82386 2.03118
H -1.37249 6.59613 2.29093
H -0.54420 5.08081 2.32738
H 0.26258 7.34909 0.41499
H -0.89829 6.08495 0.03110
H 0.77225 5.65515 0.33788
```

Output
Largest force on an atom, eV/A: 1.5
Gap between HOMO and LUMO, eV: 6.8
Net charge: -1
Multiplicity: 1

C7H13F4NNiO2P as an isolated structure, computed with ωB97M-V with the def2-TZVPD basis set.

Geometry as XYZ:
```
29
C7H13F4NNiO2P (ωB97M-V with the def2-TZVPD basis set)
C 3.08779 -0.12918 0.18093
C 2.22326 0.18192 -1.02277
N 2.18224 -0.64923 -1.98739
C 1.46648 1.49507 -0.99829
C 0.33067 1.50285 0.05185
C -1.04919 2.00305 -0.45428
O -2.00826 1.08662 0.04140
P -1.40949 0.22249 1.35724
C -1.67136 -1.58497 0.68359
F -0.54446 -2.41778 0.97844
F -2.67197 -2.20009 1.32565
C -1.87029 -1.69622 -0.84514
F -1.66503 -2.99367 -1.19146
F -3.14065 -1.38209 -1.10298
O 0.07512 0.19788 0.53542
H 2.66506 0.29988 1.09562
H 4.09915 0.25951 0.03433
H 3.12703 -1.21504 0.30346
H 1.59763 -0.31127 -2.75323
H 2.17015 2.30483 -0.76854
H 1.04203 1.69120 -1.98770
H 0.64654 2.12395 0.91247
H -1.09036 1.99925 -1.54803
H -1.26487 3.01531 -0.09501
H -2.68039 0.15173 1.97664
H -0.66103 -0.34408 2.50148
H -1.14614 1.48933 2.11346
H -1.18584 -1.06007 -1.40600
Ni -0.65384 -4.04115 2.06886
```

Output
Largest force on an atom, eV/A: 0.7
Gap between HOMO and LUMO (spin up / spin down), eV: 6.8 / 5.3
Net charge: +1
Multiplicity: 3

C31H24F6N5O9S2SbTl as an isolated structure at a distorted geometry, computed with ωB97M-V with the def2-TZVPD basis set.

Geometry as XYZ:
```
79
C31H24F6N5O9S2SbTl (ωB97M-V with the def2-TZVPD basis set)
Tl -0.21254 -0.10352 -0.89773
C -1.21425 2.15348 3.64365
O -0.10611 3.07784 3.49720
C 1.09472 2.62354 3.91800
C 1.88349 3.49885 4.66891
C 3.13864 3.13427 5.10612
C 3.69703 1.89840 4.78288
C 2.93972 0.92891 4.05671
C 3.50237 -0.36700 3.95780
N 3.02710 -1.28605 3.17119
N 3.57950 -1.79097 2.18748
C 2.73611 -2.78536 1.62216
O 1.69283 -3.20264 2.14241
C 3.31471 -3.32706 0.40586
C 4.14422 -2.56463 -0.40947
C 4.57572 -3.03498 -1.66639
C 4.10015 -4.26107 -2.05187
C 3.36723 -5.08650 -1.17846
C 2.96891 -4.68124 0.04897
C 1.65469 1.28810 3.44306
O 1.13182 0.61218 2.55425
H -1.42501 1.91173 4.69859
H -2.10801 2.72774 3.28797
H -1.03807 1.26315 3.04366
H 1.35699 4.44055 4.89959
H 3.78955 3.79910 5.69736
H 4.71302 1.67103 5.04772
H 4.40750 -0.53681 4.58847
H 4.38628 -1.55028 -0.05220
H 5.26710 -2.43439 -2.28859
H 4.23856 -4.51313 -3.05393
H 3.01225 -6.01613 -1.58621
H 2.32949 -5.25336 0.65516
O -3.55352 1.79821 0.47785
C -3.22726 0.89488 -0.26452
O -2.39251 0.87169 -1.27871
C -3.81329 -0.46677 0.16004
C -5.08224 -0.45147 0.81917
C -5.53938 -1.56854 1.41875
C -4.71614 -2.70469 1.47577
C -4.94780 -3.86556 2.19694
C -4.09499 -4.96612 2.18191
C -2.91297 -4.92028 1.41821
C -2.57048 -3.79511 0.71521
C -3.45786 -2.68567 0.74372
N -3.15393 -1.57847 0.03462
H -5.74403 0.46862 0.70173
H -6.54273 -1.52941 1.91002
H -5.81518 -3.92257 2.86515
H -4.22093 -5.78517 2.89067
H -2.26669 -5.80735 1.40083
H -1.74321 -3.65787 0.00931
O 0.36850 0.93608 -7.19007
S -0.06458 2.30731 -6.85627
O -1.44506 2.69567 -6.88990
O 0.91919 3.35104 -7.13762
S -0.13873 2.02897 -4.60674
N -2.61691 4.31290 -1.10378
C -1.49873 5.16086 -1.07116
O -1.41419 6.19424 -0.38283
C -0.43528 4.83666 -2.07615
C 0.58218 5.76408 -2.29555
C 1.51989 5.43136 -3.28495
C 1.34078 4.30245 -4.16084
N 0.34265 3.47224 -3.82272
C -0.54193 3.67247 -2.77887
H -3.26155 4.50995 -0.33521
H -2.43840 3.28236 -1.17524
H 0.68386 6.63625 -1.69209
H 2.39901 6.06453 -3.42449
H 1.82476 4.14046 -5.09701
H -1.16022 2.84649 -2.57011
F 0.55124 -2.82013 -1.14065
Sb 0.16758 -3.10519 -2.96420
F 0.63749 -4.88006 -2.94490
F -1.40946 -3.54375 -1.97555
F -0.64844 -2.85368 -4.69218
F -0.34208 -1.01896 -3.02301
F 1.92784 -2.28669 -3.12489
```

Output
Largest force on an atom, eV/A: 5.6
Gap between HOMO and LUMO (spin up / spin down), eV: 1.6 / 4.2
Net charge: -2
Multiplicity: 2
ΔE to the lowest compared entry with this formula, charge and spin, eV: 2.9428